Density functional theory data (ωB97M-V/def2-TZVPD) for a 10-piece molecular cluster, C39H104N8O10 overall in a non-equilibrium geometry.

```
161
Properties=species:S:1:pos:R:3:forces:R:3:lowdin_charge:R:1
C 6.0719 3.7413 0.0621 0.5 1.1 0.9 -0.05
C 4.6170 4.0858 -0.2669 0.3 -0.4 -0.1 -0.50
C 3.8759 2.7428 -0.1783 -1.6 -0.3 -0.5 -0.12
C 2.3497 2.8763 -0.1365 0.1 0.6 -0.6 -0.18
C 1.8764 3.7545 0.9860 0.4 0.8 0.0 -0.12
C 2.6107 5.1731 0.9613 0.6 0.9 -0.8 -0.42
N 4.0863 5.0753 0.6957 -1.8 -5.4 0.4 -0.17
O 4.8961 6.1253 0.8610 0.5 2.4 0.3 0.01
C 1.9942 6.1077 -0.1317 -0.5 -0.8 0.9 -0.02
C 2.4187 5.8002 2.3418 0.8 0.0 0.8 -0.05
C 4.5720 4.6552 -1.6646 -0.1 0.5 -1.7 -0.04
H 6.0651 3.6540 1.1486 0.5 -0.3 0.1 0.08
H 6.7443 4.5579 -0.2006 -0.1 0.3 0.1 0.08
H 6.5538 2.8812 -0.4027 -0.8 -0.3 -0.1 0.09
H 4.0785 2.1808 -1.0901 0.4 0.0 -0.1 0.12
H 4.1409 2.0638 0.6322 0.6 0.5 0.4 0.11
H 1.8429 1.9114 -0.1559 0.1 -0.2 0.2 0.10
H 2.0098 3.3933 -1.0339 0.1 -0.1 -0.4 0.08
H 1.9027 3.2439 1.9487 0.8 0.2 0.3 0.10
H 0.8013 3.8955 0.8748 -0.1 0.6 -0.2 0.10
H 2.4800 7.0730 -0.2742 0.2 0.0 0.6 0.08
H 1.9949 5.6584 -1.1248 -0.4 -0.3 0.2 0.06
H 1.0001 6.2476 0.2930 -0.4 0.4 -0.8 0.08
H 3.1095 5.3451 3.0516 0.1 -0.6 0.0 0.07
H 2.7283 6.8403 2.4442 -0.5 0.3 -0.6 0.08
H 1.4401 5.6357 2.7928 -0.2 0.2 -0.4 0.09
H 5.3076 4.2565 -2.3632 0.2 -0.5 0.2 0.08
H 4.7872 5.7226 -1.7121 0.0 0.2 0.5 0.09
H 3.6307 4.5360 -2.2011 -0.3 -0.1 0.3 0.06
H 5.0832 6.0862 1.8017 0.5 0.3 0.1 0.11
C -6.0140 -3.0474 0.3317 -0.2 -0.4 -0.7 -0.26
O -5.4649 -3.5726 -0.8829 1.0 0.2 0.3 -0.27
H -6.5485 -3.9076 0.7346 -0.5 0.5 0.7 0.06
H -5.2947 -2.6653 1.0561 0.5 -0.3 -0.3 0.05
H -6.6103 -2.1891 0.0220 -0.6 0.0 0.6 0.03
H -6.1344 -3.3863 -1.5452 -0.1 0.0 -0.5 0.03
C 1.5386 -1.9619 -3.4106 -1.2 -0.3 0.2 -0.17
O 1.7598 -2.3942 -2.0932 2.5 -0.1 0.2 -0.16
H 2.3790 -2.0265 -4.1018 0.3 -0.5 0.5 0.07
H 0.7204 -2.6198 -3.7034 -0.1 0.4 -1.2 0.06
H 1.2322 -0.9172 -3.4624 -0.3 0.2 0.1 0.07
H 1.0126 -2.1260 -1.5534 -1.0 0.3 0.2 0.00
C 1.9378 3.0390 -4.2882 -0.8 0.5 -0.7 -0.05
C 0.4637 2.8873 -4.7501 -0.5 0.5 1.0 -0.44
C -0.4291 4.1194 -4.3032 1.7 -2.0 0.0 -0.17
O -0.3942 4.1473 -2.8906 0.0 1.3 -0.3 -0.22
C -1.3193 3.3272 -2.2148 0.7 0.0 0.0 -0.10
N 0.3618 2.6283 -6.1685 0.9 0.8 0.1 0.03
H 2.4579 3.8817 -4.7436 -0.1 0.1 -0.3 0.08
H 2.4287 2.1166 -4.5988 0.4 0.0 0.3 0.07
H 1.9892 3.2087 -3.2128 -0.1 -0.4 -0.1 0.05
H 0.2097 1.9790 -4.2037 -0.8 0.0 0.4 0.10
H -1.4502 4.1065 -4.6842 -0.1 -0.2 -0.1 0.11
H 0.1282 4.9497 -4.7370 -0.3 0.5 0.4 0.12
H -1.2492 3.6632 -1.1802 -0.5 -0.1 0.0 0.08
H -0.9767 2.2932 -2.2549 -0.2 -0.3 0.0 0.07
H -2.3265 3.3997 -2.6250 -0.1 0.1 0.1 0.08
H -0.5614 2.3271 -6.4464 0.1 -0.4 0.0 0.06
H 1.0849 1.9389 -6.3166 -0.4 -0.4 -0.9 0.06
C -5.4430 1.5431 0.8125 0.6 -1.8 -0.1 -0.12
C -6.0815 2.5932 1.6374 1.2 1.3 -0.3 -0.49
C -5.0060 3.6184 2.1372 0.8 -0.5 2.1 -0.15
O -3.8185 3.1176 2.8372 0.1 -1.1 0.4 -0.25
C -4.0979 2.3880 4.0736 -1.3 0.8 -1.2 -0.08
N -6.8872 3.3290 0.7496 -1.4 1.9 -1.7 0.00
H -4.6530 1.0813 1.4047 0.0 -0.5 -0.1 0.05
H -5.0128 1.7882 -0.1586 0.1 1.0 0.2 0.07
H -6.1790 0.8059 0.4915 -0.1 -0.4 0.4 0.05
H -6.7541 2.1824 2.3903 0.8 -0.3 0.8 0.13
H -5.4135 4.2985 2.8852 -0.8 0.2 0.0 0.10
H -4.5555 4.2707 1.3891 -0.4 -0.5 -0.6 0.12
H -4.9700 2.9149 4.4608 -0.2 -0.2 0.6 0.07
H -3.3316 2.3642 4.8484 0.5 0.5 -0.6 0.07
H -4.3827 1.3522 3.8886 0.0 -0.1 -0.3 0.08
H -7.5790 2.7736 0.2668 0.0 -0.2 0.0 0.06
H -7.3572 4.1360 1.1344 0.0 0.0 0.3 0.07
C 0.9613 -6.1760 -0.8516 -1.0 0.9 -0.8 -0.04
C -0.3266 -5.5450 -0.2097 -0.1 -2.9 -0.8 -0.40
C -1.4584 -6.5992 0.0799 1.4 1.8 0.3 -0.23
O -1.9262 -7.2144 -1.0856 -1.2 -0.9 0.3 -0.21
C -3.2279 -7.7835 -0.7479 0.5 -0.1 -0.4 -0.09
N 0.0621 -4.7926 0.9623 -0.4 0.1 -0.3 0.06
H 1.6079 -5.3118 -1.0037 0.4 -0.1 -0.1 0.06
H 0.7526 -6.5681 -1.8470 -0.1 -0.1 -0.1 0.07
H 1.5044 -6.9457 -0.3031 -0.3 0.1 0.5 0.08
H -0.8081 -4.8712 -0.9184 0.3 0.1 -0.3 0.10
H -2.1892 -5.9289 0.5324 -0.8 -0.4 0.2 0.12
H -1.1702 -7.3801 0.7837 0.3 0.1 0.4 0.12
H -3.9484 -6.9672 -0.6967 -0.2 -0.2 0.0 0.08
H -3.2163 -8.3402 0.1891 0.3 0.3 0.4 0.08
H -3.5296 -8.5542 -1.4572 0.2 0.5 -0.5 0.09
H 0.1200 -5.4227 1.7495 0.3 0.0 0.2 0.08
H 0.9931 -4.5520 0.6532 0.5 0.6 1.1 0.04
C 3.9045 -1.0221 1.2069 -0.1 0.0 -0.3 -0.06
C 3.6330 -2.4942 1.4411 0.3 -1.0 -0.5 -0.44
C 4.4721 -3.4351 0.5437 -0.2 0.2 -0.4 -0.18
O 4.0063 -4.8061 0.6037 0.5 0.7 0.8 -0.21
C 4.8582 -5.6942 -0.1109 -0.8 0.4 -0.2 -0.11
N 3.7322 -2.8509 2.8355 0.0 -0.6 1.0 0.04
H 4.9314 -0.6802 1.3367 0.3 -0.5 0.2 0.08
H 3.3143 -0.4412 1.9156 -0.3 0.1 -0.2 0.07
H 3.6501 -0.7932 0.1720 -0.3 0.3 0.1 0.08
H 2.6001 -2.7281 1.1830 -0.2 0.3 -0.2 0.12
H 5.5172 -3.3020 0.8233 0.4 -0.5 0.4 0.12
H 4.4413 -3.1174 -0.4985 -0.4 0.1 -0.3 0.12
H 5.8535 -5.7723 0.3263 0.2 0.3 -0.1 0.08
H 4.8536 -5.3509 -1.1454 0.6 -0.1 -0.2 0.09
H 4.4278 -6.6956 -0.1223 -0.2 0.1 0.3 0.08
H 4.5462 -2.5441 3.3487 0.3 0.6 -0.4 0.07
H 3.7982 -3.8569 2.8965 -0.4 -0.3 0.1 0.06
C -2.5982 -1.6014 0.4526 0.7 -0.4 0.1 -0.05
C -1.3527 -0.9311 -0.1126 -0.6 0.4 -0.1 -0.38
C -0.3445 -0.5357 0.9903 0.1 0.4 -0.9 -0.17
O -0.8281 0.4681 1.8894 -0.3 0.2 0.3 -0.21
C -1.4022 1.6710 1.3461 0.1 -0.7 -0.8 -0.07
N -0.7920 -1.8272 -1.1553 0.8 0.4 1.7 0.09
H -3.2068 -1.9092 -0.3977 -0.5 0.1 0.2 0.06
H -3.1467 -1.0311 1.2023 0.0 0.1 -0.2 0.07
H -2.2090 -2.5060 0.9199 -0.3 -0.3 0.3 0.08
H -1.6983 -0.0079 -0.5778 0.3 0.1 -0.3 0.11
H 0.5843 -0.2070 0.5242 0.1 0.5 -0.4 0.10
H 0.0108 -1.3913 1.5645 -0.6 -0.2 0.4 0.12
H -1.6266 2.4225 2.1029 0.3 -0.5 0.3 0.07
H -2.3352 1.4730 0.8184 -0.3 -0.2 0.2 0.07
H -0.7650 2.1157 0.5816 0.5 0.1 0.0 0.06
H -1.0238 -2.7542 -0.8280 0.2 -0.4 -0.2 0.05
H -1.1843 -1.7294 -2.0809 -0.4 0.3 -0.1 0.04
C -1.6271 -4.7694 -4.3234 -1.2 0.2 -0.1 -0.05
C -2.4163 -4.0950 -3.1844 2.3 -0.1 -0.2 -0.42
C -3.0902 -2.7183 -3.5890 0.6 -1.8 0.4 -0.17
O -2.0953 -1.7442 -3.7154 0.8 0.1 -1.2 -0.26
C -2.5955 -0.4374 -3.9070 0.0 0.3 0.8 -0.14
N -3.2814 -5.0184 -2.4870 -1.5 1.2 -0.6 0.08
H -0.8022 -4.1376 -4.6529 -0.2 0.1 -0.2 0.06
H -2.3498 -4.9656 -5.1154 0.3 -0.1 -0.5 0.07
H -1.2187 -5.7218 -3.9855 0.0 0.0 0.1 0.07
H -1.5736 -3.9219 -2.5151 0.1 1.1 0.4 0.08
H -3.7698 -2.3695 -2.8115 -0.6 -0.3 0.0 0.10
H -3.5493 -2.8401 -4.5700 -0.6 -0.1 0.1 0.12
H -1.7432 0.1749 -4.2017 0.0 0.2 0.4 0.08
H -3.0640 -0.1690 -2.9602 0.2 0.7 0.3 0.07
H -3.3904 -0.1974 -4.6132 -0.1 -1.1 -0.7 0.06
H -3.7258 -4.3656 -1.8574 -0.9 -0.6 0.7 0.03
H -2.8159 -5.7314 -1.9439 0.5 0.2 -0.4 0.02
C -0.2432 2.2594 5.2355 1.1 -0.4 -1.0 -0.04
C 0.6216 1.0357 4.7683 -1.6 0.8 1.7 -0.43
C 1.7930 0.6790 5.6653 0.1 0.7 0.3 -0.21
O 2.6740 1.7763 5.9695 -0.1 -1.2 -0.6 -0.20
C 3.5100 2.1889 4.8730 -1.0 0.2 1.3 -0.08
N -0.2866 -0.1121 4.8882 0.7 0.0 -0.3 0.04
H -0.8240 2.5267 4.3526 -0.3 0.2 0.1 0.05
H 0.4048 3.1050 5.4656 -0.1 0.1 0.2 0.07
H -0.9206 2.0092 6.0519 0.3 -0.1 0.1 0.07
H 0.9751 1.2566 3.7612 0.0 -0.2 -0.3 0.11
H 2.2622 -0.1857 5.1961 0.9 0.1 -0.3 0.11
H 1.4636 0.2511 6.6121 -0.3 0.5 0.2 0.13
H 2.9339 2.8699 4.2465 0.2 0.0 -0.4 0.06
H 3.8748 1.3374 4.2986 0.2 0.0 0.0 0.08
H 4.2883 2.7356 5.4054 0.3 0.0 -0.6 0.09
H -1.0030 -0.0492 4.1790 -0.1 -0.1 -0.3 0.06
H 0.2837 -0.9133 4.6584 -0.3 -0.6 -0.2 0.06
```
Positions in Å, forces in eV/Å.

- multiplicity = 2
- total energy (eV) = -74515.84059
- <S²> = 0.75
- LUMO (alpha / beta) (eV) = 2.030 / 2.023
- gap between HOMO and LUMO (alpha / beta) (eV) = 1.554 / 8.209
- HOMO level (alpha / beta) (eV) = 0.476 / -6.186
- charge = -1